(1)
DFT (ωB97M-V/def2-TZVPD) results for a 2-piece molecular cluster, C4H11NO2S overall.

Computed properties:
ΔE to the lowest compared entry with this formula, charge and spin in kcal/mol: 32.2
2S+1: 2
M in g mol⁻¹: 137.2
Total charge: -1
Orbital gap (alpha / beta) in eV: 5.44 / 3.32

Each line ends with the Mulliken spin population.
Element x y z (Å)
C -0.496 1.438 -0.952  0.00
C 0.054 0.053 -0.680  0.01
C -0.006 -0.305 0.827  -0.05
S -1.612 -0.438 1.687  0.98
N 1.434 -0.119 -1.081  0.01
C 1.562 -0.364 -2.576  0.00
O 2.261 0.601 -3.181  0.00
H -0.020 1.885 -1.821  0.00
H -0.609 2.171 -0.109  0.00
H -1.592 1.478 -1.024  0.00
H -0.594 -0.677 -1.170  0.00
H 0.542 -1.245 0.921  0.01
H 0.342 0.423 1.567  0.05
H 2.033 0.663 -0.857  0.00
H 2.127 -1.347 -2.635  0.00
H 0.578 -0.543 -3.055  0.00
H -1.587 -1.525 5.267  0.00
H -2.079 -1.074 3.971  -0.01
O -2.338 -1.076 4.900  0.00

(2)
DFT (ωB97M-V/def2-TZVPD) results for C10H15AgN2O2 as an isolated structure.

Computed properties:
ΔE to the lowest compared entry with this formula, charge and spin in kcal/mol: 2.9
M in g mol⁻¹: 303.1
Total charge: 0
Orbital gap in eV: 7.76

Each line ends with the Mulliken charge.
Element x y z (Å)
Ag 0.699 0.820 0.153  0.31
N 3.547 1.515 0.364  -0.53
C 3.615 2.861 -0.149  -0.62
C 2.391 3.659 0.269  -0.44
N 1.181 2.966 -0.183  -0.47
H 4.460 1.044 0.294  0.24
H 2.935 0.863 -0.119  0.22
H 3.752 2.859 -1.231  0.31
H 4.531 3.276 0.226  0.40
H 2.513 4.662 -0.219  0.27
H 2.367 3.839 1.329  0.37
H 1.299 2.942 -1.156  0.31
H 0.339 3.494 -0.029  0.25
C -3.646 0.071 0.107  -1.38
C -2.185 -0.226 -0.055  1.21
O -1.524 0.787 -0.247  -0.62
C -1.686 -1.655 0.043  -0.31
C -2.700 -2.664 -0.081  -0.57
C -2.389 -3.981 -0.110  -0.77
C -1.051 -4.401 -0.003  -0.29
C -0.047 -3.486 0.069  -0.70
C -0.339 -2.049 0.112  1.23
O 0.708 -1.291 0.134  -0.79
H -3.642 1.107 0.434  0.38
H -4.094 -0.612 0.800  0.43
H -4.182 -0.059 -0.842  0.32
H -3.758 -2.338 -0.083  0.16
H -3.133 -4.744 -0.011  0.34
H -0.938 -5.513 0.080  0.29
H 0.976 -3.749 0.106  0.44

(3)
DFT (ωB97M-V/def2-TZVPD) results for a 3-piece molecular cluster, C5H11NO overall.

Computed properties:
ΔE to the lowest compared entry with this formula, charge and spin in kcal/mol: 75.0
M in g mol⁻¹: 101.1
Total charge: 0
Structure (SMILES): C/C=N/C=O.[H][H].C=C
Orbital gap in eV: 10.43

Each line ends with the Mulliken charge.
Element x y z (Å)
C -1.878 -0.571 -1.181  -0.53
C -1.721 0.734 -1.006  -0.49
C 1.107 0.665 0.414  0.11
C 0.767 1.296 1.719  -1.04
N 1.518 -0.536 0.336  -0.49
C 1.743 -1.040 -0.956  0.15
O 2.335 -0.478 -1.846  -0.49
H -1.547 -1.078 -2.080  0.25
H -0.882 -2.153 1.123  0.06
H -2.319 -1.202 -0.419  0.26
H -1.257 1.366 -1.755  0.26
H -2.027 1.229 -0.090  0.24
H 0.981 1.275 -0.487  0.47
H -0.072 1.986 1.606  0.29
H 0.510 0.534 2.456  0.30
H 1.615 1.870 2.108  0.31
H -0.203 -1.840 1.127  -0.06
H 1.331 -2.057 -1.069  0.37